# 1
The following is a quantum chemistry calculation of a structure of composition C50H59As3MoN2OP2S, from the Open Molecules 2025 dataset.

- Frontier orbital gap (alpha / beta): 6.75 / 5.34 eV
- Net charge: +4
- DFT total energy: -9980.46514 a.u.
- Spin multiplicity: 3
- LUMO (alpha / beta): -10.71 / -12.15 eV
- <S²>: 2.009

Geometry (Å):
Mo  0.10470  -0.29666  -0.41924
O  1.67607  -3.35950  -0.80821
S  0.81419  -2.52427  0.02162
C  -0.55847  -3.52162  0.51307
C  -0.42808  -4.67026  1.28010
C  -1.55865  -5.44973  1.48706
C  -2.76961  -5.10132  0.89862
C  -2.85963  -3.99616  0.05899
C  -1.74347  -3.19443  -0.14769
P  -1.60360  -1.87826  -1.39756
C  -1.28045  -2.76510  -2.93266
C  -0.63662  -4.00321  -2.94483
C  -0.41770  -4.65468  -4.14930
C  -0.83983  -4.08084  -5.34005
C  -1.48543  -2.84910  -5.33369
C  -1.70501  -2.19192  -4.13631
C  -3.18948  -1.07301  -1.68121
C  -3.31875  0.29974  -1.49789
C  -4.51232  0.94497  -1.78249
C  -5.59452  0.20947  -2.24770
C  -5.47578  -1.16200  -2.44203
C  -4.27550  -1.80138  -2.17650
C  1.64908  -1.83780  1.44980
C  1.61878  -2.34410  2.74722
C  2.30785  -1.67708  3.74562
C  2.98768  -0.48927  3.47143
C  3.01912  0.01928  2.18577
C  2.38700  -0.66613  1.13968
P  2.62194  -0.31282  -0.63722
C  3.82327  -1.52163  -1.23787
C  4.45903  -2.43495  -0.40302
C  5.45084  -3.25438  -0.91716
C  5.79932  -3.17246  -2.25844
C  5.17078  -2.25381  -3.08978
C  4.19157  -1.41781  -2.57980
C  3.47745  1.22563  -0.98735
C  3.11013  1.94495  -2.12265
C  3.91730  2.97636  -2.58302
C  5.07737  3.30652  -1.89964
C  5.45804  2.58257  -0.77285
C  4.68197  1.52352  -0.33725
H  0.52644  -4.97600  1.68773
H  -1.49054  -6.34192  2.09429
H  -3.64156  -5.71876  1.06555
H  -3.79575  -3.77618  -0.43612
H  -0.30564  -4.47533  -2.03083
H  0.07104  -5.61887  -4.15407
H  -0.67973  -4.60051  -6.27494
H  -1.82876  -2.41128  -6.26078
H  -2.22553  -1.24134  -4.14234
H  -2.46879  0.87061  -1.12736
H  -4.60611  2.01555  -1.65227
H  -6.52881  0.70501  -2.47359
H  -6.31474  -1.72941  -2.82034
H  -4.17827  -2.85893  -2.38907
H  1.09425  -3.25976  2.97731
H  2.32616  -2.08908  4.74592
H  3.52648  0.01327  4.26414
H  3.58305  0.91844  1.97413
H  4.20034  -2.52087  0.64445
H  5.95504  -3.95653  -0.26768
H  6.57368  -3.81510  -2.65395
H  5.45582  -2.17750  -4.12968
H  3.74308  -0.67139  -3.22604
H  2.20572  1.69274  -2.66295
H  3.64422  3.51941  -3.47778
H  5.70480  4.11149  -2.25698
H  6.38076  2.82044  -0.26199
H  5.04094  0.90466  0.47618
C  -3.27416  0.34751  1.65877
As  -1.44394  -0.29690  1.79338
C  -1.86535  -1.85741  2.87439
C  -0.65983  0.73836  3.27025
C  -0.48730  2.26715  3.27748
C  0.26087  2.59652  4.58122
C  0.38939  2.77282  2.12600
As  0.09561  2.37503  0.21674
C  1.28199  3.78008  -0.40272
C  -1.57817  3.30311  -0.18191
C  -1.86818  2.95297  3.32045
As  -1.94094  4.81461  3.91738
C  -3.50794  5.64710  3.19383
C  -1.97810  5.00654  5.82794
H  -3.85512  -0.39629  1.11356
H  -3.36022  1.29403  1.13284
H  -3.67210  0.43791  2.66998
H  -2.43080  -1.48813  3.73002
H  -0.97005  -2.35705  3.22839
H  -2.48238  -2.55397  2.31250
H  0.32813  0.28521  3.40380
H  -1.24765  0.44572  4.14461
H  1.19616  2.03962  4.63786
H  -0.33211  2.33660  5.46017
H  0.52636  3.65590  4.63612
H  1.41091  2.41737  2.29572
H  0.44937  3.86629  2.16096
H  0.94553  4.70807  0.06049
H  1.22369  3.87737  -1.48446
H  2.31075  3.57184  -0.11916
H  -1.60884  4.22597  0.39997
H  -2.46382  2.70559  0.01915
H  -1.57378  3.58979  -1.23522
H  -2.51224  2.46624  4.06333
H  -2.39110  2.94300  2.36469
H  -3.51592  5.58900  2.10857
H  -3.54383  6.68559  3.51656
H  -4.35793  5.10147  3.61391
H  -1.02657  4.73649  6.27472
H  -2.77168  4.34128  6.17919
H  -2.22727  6.04038  6.05852
N  -0.34218  1.21602  -3.19703
C  0.03341  1.25297  -4.48787
C  0.84525  0.16479  -4.70944
C  0.88552  -0.50957  -3.49026
N  0.17357  0.13736  -2.56221
H  -0.98881  1.82772  -2.72704
H  -0.30987  2.03425  -5.14603
H  1.32288  -0.11654  -5.63081
H  1.39054  -1.42995  -3.23578

Here are the Mulliken charges for atoms 1 to 99, given in e:
1 Mo -1.05
2 O -0.72
3 S 1.84
4 C 1.08
5 C -0.59
6 C -1.20
7 C -0.87
8 C -1.28
9 C 0.23
10 P 2.42
11 C 0.80
12 C -0.23
13 C -1.04
14 C -0.76
15 C -0.95
16 C -0.66
17 C 0.54
18 C 0.36
19 C -0.91
20 C -0.83
21 C -1.02
22 C -0.41
23 C 0.03
24 C -0.93
25 C -1.07
26 C -1.01
27 C -1.20
28 C 0.91
29 P 2.40
30 C 1.35
31 C -0.52
32 C -0.74
33 C -0.77
34 C -0.93
35 C -0.74
36 C 1.21
37 C -0.28
38 C -0.59
39 C -0.80
40 C -0.94
41 C -1.34
42 H 0.75
43 H 0.49
44 H 0.51
45 H 0.42
46 H 0.41
47 H 0.54
48 H 0.48
49 H 0.51
50 H 0.52
51 H -0.11
52 H 0.54
53 H 0.46
54 H 0.49
55 H 0.60
56 H 0.54
57 H 0.47
58 H 0.54
59 H 0.36
60 H 0.37
61 H 0.50
62 H 0.46
63 H 0.50
64 H 0.43
65 H 0.24
66 H 0.52
67 H 0.48
68 H 0.50
69 H 0.58
70 C -1.30
71 As 1.26
72 C -1.54
73 C -1.72
74 C 2.46
75 C -2.16
76 C -2.41
77 As 1.03
78 C -1.45
79 C -1.40
80 C -1.04
81 As 0.42
82 C -0.98
83 C -0.99
84 H 0.55
85 H 0.08
86 H 0.61
87 H 0.73
88 H 0.34
89 H 0.45
90 H -0.52
91 H 0.87
92 H 0.41
93 H 0.46
94 H 0.53
95 H 0.65
96 H 0.76
97 H 0.68
98 H 0.47
99 H 0.35

***

# 2
The following is a quantum chemistry calculation of a structure of composition C12H21N11PtS4, from the Open Molecules 2025 dataset.

- Frontier orbital gap: 5.44 eV
- Net charge: -2
- DFT total energy: -2784.37988 a.u.
- Spin multiplicity: 1
- LUMO: 3.81 eV
- Relative energy (zero: lowest compared OMol25 entry of this formula, charge and spin): 0.2182 eV

Geometry (Å):
Pt  0.14420  -0.01116  -0.29045
S  3.13231  2.89700  1.39232
C  2.08230  1.87958  0.58178
S  2.39905  0.25491  0.09111
S  0.45623  2.23271  0.12318
N  -2.28420  -2.39513  -0.68614
C  -2.70316  -1.08943  -0.56108
N  -3.97800  -0.74333  -0.49959
N  -3.94246  0.60557  -0.39545
N  -2.73060  1.03202  -0.39007
N  -1.90054  -0.03128  -0.50700
C  -0.98245  -2.83576  -0.59876
N  -0.65451  -4.11652  -0.57229
N  0.69691  -4.10300  -0.49865
N  1.14156  -2.89790  -0.47715
N  0.08868  -2.05012  -0.55143
H  -2.99862  -3.09815  -0.72011
C  -3.91046  -0.26104  8.82209
C  -2.69009  -1.04186  8.35042
C  -2.39838  -0.83532  6.87012
C  -1.17983  -1.62920  6.39716
N  -0.86207  -1.45539  5.00240
C  -0.22234  -0.38477  4.43524
S  -0.08758  -0.24030  2.79090
N  0.35202  0.48844  5.30941
C  0.95869  1.74797  4.89047
C  2.29530  2.00137  5.57873
C  3.46502  1.26106  4.92729
C  3.38468  -0.26025  5.00651
H  -4.10905  -0.42184  9.88345
H  -4.80097  -0.55926  8.26522
H  -3.77024  0.81042  8.66577
H  -2.84022  -2.10944  8.54309
H  -1.81430  -0.74360  8.93674
H  -2.23949  0.22844  6.66655
H  -3.26408  -1.13387  6.27181
H  -1.35358  -2.69502  6.56659
H  -0.30611  -1.37157  7.00602
H  -1.32849  -2.02782  4.31812
H  0.08285  0.44306  6.27792
H  0.25478  2.56639  5.07702
H  1.10494  1.69897  3.81140
H  2.22179  1.74217  6.64515
H  2.49914  3.07469  5.52949
H  4.39499  1.60349  5.39513
H  3.51125  1.55819  3.87492
H  3.22407  -0.59891  6.03630
H  4.31025  -0.71031  4.64299
H  2.57283  -0.64693  4.39018

Mulliken atomic charges, in units of e:
1 Pt 0.87
2 S -0.45
3 C 0.10
4 S -0.40
5 S -0.38
6 N -0.08
7 C 0.61
8 N -0.61
9 N -0.60
10 N -0.27
11 N 0.06
12 C 0.61
13 N -0.60
14 N -0.60
15 N -0.27
16 N 0.06
17 H 0.21
18 C -1.27
19 C -0.34
20 C -0.15
21 C -1.37
22 N 0.04
23 C -0.56
24 S -0.23
25 N 0.21
26 C -0.48
27 C -0.71
28 C -0.05
29 C -1.00
30 H 0.38
31 H 0.31
32 H 0.32
33 H 0.28
34 H 0.32
35 H 0.31
36 H 0.31
37 H 0.45
38 H 0.36
39 H 0.26
40 H 0.21
41 H 0.27
42 H 0.11
43 H 0.34
44 H 0.36
45 H 0.32
46 H -0.06
47 H 0.26
48 H 0.36
49 H 0.16

***

# 3
The following is a quantum chemistry calculation of a structure of composition CH24F3O19PSZr2 in a non-equilibrium geometry, from the Open Molecules 2025 dataset.

- Frontier orbital gap: 5.02 eV
- Net charge: +4
- DFT total energy: -2613.95820 a.u.
- Spin multiplicity: 1
- LUMO: -15.44 eV
- Relative energy (zero: lowest compared OMol25 entry of this formula, charge and spin): 1.8227 eV

Geometry (Å):
Zr  -0.07559  -1.41567  2.02793
Zr  -0.22257  3.35542  -1.10095
C  3.35208  0.48897  -2.34660
F  4.16547  1.35101  -1.77805
F  4.03252  -0.35559  -3.16653
F  2.71227  -0.20716  -1.39574
S  2.06295  1.37485  -3.41588
O  1.21024  2.20231  -2.51861
O  2.83550  2.27856  -4.27616
O  1.35192  0.29859  -4.13605
P  -0.74933  0.19979  0.04106
O  0.45210  0.35225  1.00204
O  -1.38463  0.06233  1.41704
O  -0.40674  -1.31841  -0.08246
O  -0.75664  1.43287  -0.98891
O  -1.87374  -1.43100  3.57518
H  -2.15156  -1.99726  4.29518
H  -2.47498  -0.68698  3.60929
O  -1.67831  -2.93277  1.51149
H  -2.29151  -3.45741  2.02625
H  -1.84496  -3.18989  0.60466
O  -0.63075  3.23680  1.18938
H  -0.70591  2.44164  1.71692
H  -0.65716  3.95079  1.82637
O  -1.12647  2.90635  -3.10683
H  -1.73679  2.23214  -3.40549
H  -1.00522  3.47435  -3.86768
O  2.17230  -1.32801  2.21293
H  2.79853  -1.99921  1.94173
H  2.70939  -0.55512  2.38730
O  -0.09534  -1.90035  -2.61315
H  -0.25650  -1.65445  -1.70222
H  0.02752  -1.06738  -3.06844
O  -2.55632  3.26506  -0.84635
H  -3.04424  2.45929  -1.01634
H  -3.19139  3.84647  -0.42816
O  -4.38663  -0.22222  0.80209
H  -3.45535  -0.08025  0.97181
H  -4.70435  -0.68386  1.57809
O  1.56511  2.47277  0.08526
H  1.24629  1.69235  0.53862
H  2.43506  2.62593  0.45400
O  0.48368  -0.11806  3.83788
H  0.76986  -0.32716  4.72704
H  0.30456  0.82201  3.85826
O  0.84854  -3.34920  1.02458
H  1.09370  -4.21214  1.35843
H  0.62857  -3.50108  0.10546
O  1.29853  -3.87959  -1.55797
H  2.14241  -3.78551  -1.99984
H  0.76366  -3.16705  -1.90787

Mulliken atomic charges, in units of e:
1 Zr 1.28
2 Zr 1.60
3 C 0.62
4 F -0.19
5 F -0.17
6 F -0.18
7 S 1.09
8 O -0.45
9 O -0.54
10 O -0.63
11 P 1.60
12 O -0.44
13 O -0.30
14 O -0.69
15 O -0.01
16 O -0.46
17 H 0.31
18 H 0.23
19 O -0.45
20 H 0.32
21 H 0.27
22 O -0.39
23 H 0.13
24 H 0.33
25 O -0.36
26 H 0.28
27 H 0.35
28 O -0.43
29 H 0.29
30 H 0.26
31 O -0.77
32 H 0.59
33 H 0.33
34 O -0.48
35 H 0.28
36 H 0.34
37 O -0.65
38 H 0.18
39 H 0.33
40 O -0.57
41 H 0.38
42 H 0.33
43 O -0.38
44 H 0.31
45 H 0.25
46 O -0.35
47 H 0.29
48 H 0.30
49 O -0.70
50 H 0.29
51 H 0.43